This record from the OMol25 dataset describes a molecular structure, C43H43Cl3IrN5O4P3. The level of theory is ωB97M-V/def2-TZVPD.

Calculated values
- expectation value of S² = 6.038
- charge = +3
- LUMO energy (alpha / beta) (eV) = -6.67 / -9.65
- highest occupied orbital energy (alpha / beta) (eV) = -14.76 / -15.70
- max |F| (hartree/bohr) = 0.0183
- 2S+1 = 5
- molar mass (g mol⁻¹) = 1085.3

CARTESIAN COORDINATES (ANGSTROEM)
Ir  0.016  -0.217  0.157
Cl  5.063  1.567  5.348
C  4.252  1.086  3.954
C  2.832  1.032  3.982
C  2.174  0.666  2.861
Cl  0.434  0.612  2.869
C  2.862  0.332  1.624
O  2.281  0.013  0.569
C  4.321  0.391  1.672
Cl  5.168  0.000  0.258
C  4.984  0.758  2.807
H  2.299  1.295  4.887
H  6.065  0.802  2.817
O  -0.040  -0.267  -2.004
P  -1.120  -0.289  -3.082
C  -2.549  0.670  -2.525
P  -3.300  0.143  -0.972
O  -2.242  -0.269  0.046
C  -4.231  1.542  -0.386
C  -4.413  1.676  0.992
C  -5.203  2.704  1.487
C  -5.813  3.593  0.610
C  -5.636  3.460  -0.761
C  -4.849  2.434  -1.263
C  -4.451  -1.175  -1.293
C  -4.706  -2.076  -0.256
C  -5.663  -3.066  -0.420
C  -6.374  -3.153  -1.613
C  -6.144  -2.238  -2.632
C  -5.188  -1.246  -2.472
C  -1.648  -1.944  -3.459
C  -2.703  -2.195  -4.337
C  -3.038  -3.502  -4.654
C  -2.316  -4.558  -4.105
C  -1.250  -4.310  -3.248
C  -0.911  -3.000  -2.928
C  -0.581  0.502  -4.569
C  -0.252  -0.244  -5.702
C  0.218  0.404  -6.835
C  0.359  1.785  -6.838
C  0.039  2.531  -5.708
C  -0.429  1.894  -4.575
H  -3.292  0.716  -3.326
H  -2.182  1.685  -2.346
H  -3.939  0.974  1.671
H  -5.352  2.808  2.555
H  -6.437  4.390  0.997
H  -6.116  4.154  -1.440
H  -4.724  2.341  -2.337
H  -4.181  -1.972  0.687
H  -5.872  -3.759  0.386
H  -7.124  -3.924  -1.740
H  -6.721  -2.289  -3.549
H  -5.041  -0.523  -3.270
H  -3.249  -1.374  -4.794
H  -3.851  -3.701  -5.341
H  -2.571  -5.579  -4.370
H  -0.672  -5.141  -2.858
H  -0.049  -2.772  -2.312
H  -0.358  -1.322  -5.708
H  0.475  -0.170  -7.716
H  0.721  2.287  -7.727
H  0.155  3.608  -5.715
H  -0.672  2.485  -3.697
N  -0.544  7.046  -0.285
C  -0.303  6.108  -1.234
O  -0.162  6.333  -2.415
C  -0.230  4.673  -0.769
C  -1.121  4.112  0.138
C  -1.038  2.759  0.405
N  -0.123  1.973  -0.178
C  0.746  2.520  -1.054
C  0.715  3.857  -1.374
H  -0.576  8.012  -0.570
H  -0.553  6.839  0.696
H  -1.903  4.702  0.603
H  -1.742  2.277  1.075
H  1.453  1.845  -1.523
H  1.396  4.267  -2.110
C  1.125  -5.423  2.032
N  0.812  -4.352  3.104
C  -0.680  -4.496  3.485
N  -1.501  -4.382  2.329
C  -1.147  -5.395  1.328
N  0.255  -5.271  0.920
C  0.514  -4.060  0.134
P  0.131  -2.525  1.108
C  1.126  -2.962  2.612
C  -1.523  -3.029  1.760
H  0.976  -6.384  2.519
H  2.169  -5.305  1.756
H  1.381  -4.544  3.931
H  -0.897  -3.723  4.218
H  -0.777  -5.478  3.942
H  -1.785  -5.271  0.455
H  -1.314  -6.388  1.743
H  -0.104  -4.069  -0.763
H  1.556  -4.035  -0.185
H  0.912  -2.260  3.416
H  2.191  -2.909  2.386
H  -2.231  -2.984  0.934
H  -1.853  -2.306  2.508

This record from the OMol25 dataset describes a molecular structure, C43H43N10O3RbS. The level of theory is ωB97M-V/def2-TZVPD.

Calculated values
- LUMO energy (eV) = -0.96
- relative energy (zero: lowest compared OMol25 entry of this formula, charge and spin) (kcal per mole) = 10.6
- highest occupied orbital energy (eV) = -7.82
- max |F| (hartree/bohr) = 0.0131
- molar mass (g mol⁻¹) = 865.4

CARTESIAN COORDINATES (ANGSTROEM)
Rb  -0.233  -0.015  1.003
C  3.020  -1.266  -0.193
C  2.342  -2.215  -1.181
N  0.894  -2.238  -1.037
C  0.290  -3.562  -1.094
C  0.580  -4.417  0.141
S  0.165  -3.567  1.691
C  1.777  -3.444  2.517
C  2.925  -2.809  1.735
N  2.611  -1.488  1.195
H  2.738  -0.238  -0.450
H  4.110  -1.346  -0.332
H  2.736  -3.226  -1.049
H  2.648  -1.912  -2.191
H  0.474  -1.641  -1.745
H  0.605  -4.133  -1.982
H  -0.791  -3.428  -1.164
H  1.624  -4.727  0.187
H  -0.021  -5.326  0.088
H  2.083  -4.436  2.857
H  1.561  -2.852  3.409
H  3.213  -3.475  0.922
H  3.795  -2.767  2.402
H  3.053  -0.782  1.769
C  2.690  -0.447  4.756
C  1.494  -0.012  4.197
N  1.458  0.979  3.316
C  2.619  1.535  2.974
C  3.816  1.067  3.513
N  3.855  0.083  4.405
C  2.598  2.642  1.972
C  3.564  3.640  2.013
C  3.531  4.648  1.059
C  2.508  4.616  0.121
C  1.561  3.597  0.167
N  1.619  2.617  1.068
C  0.410  3.564  -0.792
C  0.165  4.593  -1.700
N  -0.877  4.588  -2.523
C  -1.692  3.545  -2.442
C  -1.455  2.510  -1.547
N  -0.411  2.515  -0.732
C  4.544  5.727  1.044
C  5.884  5.459  1.305
C  6.797  6.501  1.269
N  6.468  7.761  1.003
C  5.185  8.014  0.759
C  4.196  7.043  0.764
H  2.711  -1.245  5.488
H  0.546  -0.475  4.451
H  4.770  1.478  3.203
H  4.303  3.650  2.802
H  2.468  5.375  -0.646
H  0.812  5.458  -1.771
H  -2.550  3.530  -3.102
H  -2.120  1.658  -1.493
H  6.223  4.451  1.509
H  7.847  6.311  1.461
H  4.934  9.047  0.550
H  3.167  7.324  0.577
O  -2.323  -1.724  -0.109
C  -3.533  -2.077  0.582
C  -3.366  -1.605  2.089
O  -4.355  -1.680  2.808
O  -2.186  -1.238  2.354
C  -3.649  -3.596  0.507
C  -3.427  -4.414  1.607
C  -3.416  -5.797  1.464
C  -3.627  -6.376  0.223
C  -3.855  -5.565  -0.883
C  -3.866  -4.189  -0.737
C  -4.704  -1.364  -0.045
C  -6.003  -1.796  0.211
C  -7.087  -1.117  -0.319
C  -6.896  0.005  -1.115
C  -5.606  0.448  -1.367
C  -4.521  -0.233  -0.830
H  -1.690  -1.811  0.632
H  -3.266  -3.972  2.582
H  -3.240  -6.420  2.331
H  -3.621  -7.454  0.116
H  -4.028  -6.007  -1.856
H  -4.045  -3.556  -1.600
H  -6.158  -2.659  0.845
H  -8.091  -1.463  -0.106
H  -7.746  0.534  -1.528
H  -5.444  1.332  -1.974
H  -3.513  0.112  -1.010
N  -2.246  -1.242  -3.009
C  -1.429  -0.278  -3.526
C  -1.827  0.509  -4.625
C  -0.955  1.449  -5.116
C  0.299  1.609  -4.523
C  0.599  0.794  -3.453
N  -0.230  -0.126  -2.954
H  -3.221  -1.192  -3.258
H  -2.084  -1.523  -2.046
H  -2.805  0.362  -5.065
H  -1.243  2.065  -5.959
H  1.009  2.339  -4.883
H  1.559  0.878  -2.951

This record from the OMol25 dataset describes a molecular structure, C43H43N14O2S4Sr. The level of theory is ωB97M-V/def2-TZVPD.

Calculated values
- charge = -1
- LUMO energy (eV) = 2.05
- relative energy (zero: lowest compared OMol25 entry of this formula, charge and spin) (kcal per mole) = 22.9
- highest occupied orbital energy (eV) = -4.76
- max |F| (hartree/bohr) = 0.0094
- molar mass (g mol⁻¹) = 1003.8

CARTESIAN COORDINATES (ANGSTROEM)
Sr  -1.271  0.386  0.243
C  0.166  6.905  1.659
C  1.279  5.849  1.673
C  2.574  6.478  2.204
C  1.528  5.390  0.237
C  0.865  4.690  2.579
C  0.651  4.929  3.951
C  0.269  3.927  4.819
C  0.083  2.644  4.311
S  -0.420  1.187  5.097
C  -0.348  0.347  3.554
N  0.025  1.087  2.560
C  0.273  2.389  2.953
C  0.674  3.411  2.091
C  -0.709  -1.079  3.436
C  -0.656  -1.880  4.585
C  -0.979  -3.220  4.500
C  -1.353  -3.740  3.262
C  -1.393  -2.919  2.143
C  -1.069  -1.549  2.155
H  0.441  7.736  1.003
H  -0.020  7.306  2.656
H  -0.768  6.474  1.293
H  2.884  7.308  1.564
H  3.380  5.740  2.225
H  2.449  6.863  3.217
H  1.842  6.242  -0.371
H  0.635  4.959  -0.220
H  2.321  4.637  0.203
H  0.777  5.930  4.345
H  0.100  4.144  5.866
H  0.788  3.168  1.045
H  -0.349  -1.464  5.541
H  -0.940  -3.853  5.379
H  -1.614  -4.791  3.179
H  -1.681  -3.384  1.200
C  -0.788  -3.271  -2.167
C  0.420  -3.446  -1.308
N  0.731  -2.659  -0.330
C  1.865  -3.091  0.321
C  2.433  -4.215  -0.192
S  1.519  -4.768  -1.530
C  2.323  -2.433  1.554
C  2.625  -3.113  2.692
S  3.103  -2.015  3.914
C  2.876  -0.706  2.806
N  2.473  -1.065  1.630
C  3.130  0.703  3.229
H  -1.473  -2.611  -1.639
H  -1.279  -4.226  -2.356
H  -0.530  -2.809  -3.120
H  3.324  -4.719  0.144
H  2.521  -4.168  2.878
H  4.120  0.808  3.676
H  2.390  1.028  3.962
H  3.043  1.358  2.363
N  -7.794  -2.902  -4.754
C  -6.865  -2.120  -4.058
C  -6.259  -1.026  -4.678
C  -5.310  -0.276  -4.006
C  -4.957  -0.613  -2.707
C  -5.548  -1.700  -2.081
C  -6.497  -2.450  -2.754
S  -3.722  0.329  -1.870
O  -3.913  0.088  -0.447
O  -3.825  1.688  -2.334
N  -2.301  -0.338  -2.152
C  -1.507  0.081  -3.168
N  -0.183  0.016  -2.897
C  0.631  0.459  -3.839
C  0.193  0.958  -5.056
C  -1.181  0.920  -5.256
N  -2.031  0.476  -4.347
H  -8.276  -2.412  -5.491
H  -8.439  -3.402  -4.163
H  -6.538  -0.767  -5.693
H  -4.831  0.572  -4.476
H  -5.270  -1.939  -1.063
H  -6.964  -3.298  -2.265
H  1.693  0.407  -3.604
H  0.877  1.321  -5.810
H  -1.612  1.250  -6.197
N  -2.565  2.159  1.761
C  -3.392  2.652  2.428
N  -4.294  3.130  3.204
C  -4.564  4.411  3.273
N  -4.859  5.528  3.391
N  -1.811  3.874  -0.379
C  -2.188  4.840  -1.228
C  -1.557  4.586  -2.427
C  -0.828  3.410  -2.191
N  -0.982  2.985  -0.943
H  -2.171  3.643  0.544
H  -2.876  5.611  -0.927
H  -1.634  5.148  -3.341
H  -0.200  2.858  -2.874
C  3.333  3.082  -2.235
N  3.411  2.020  -1.235
C  4.490  2.119  -0.260
C  2.246  1.545  -0.787
N  1.255  1.109  -0.399
H  4.258  3.086  -2.812
H  3.190  4.065  -1.777
H  2.500  2.883  -2.905
H  5.443  2.105  -0.789
H  4.446  1.261  0.407
H  4.421  3.039  0.331

This record from the OMol25 dataset describes a molecular structure, C43H43N4O4PSSiTi in a non-equilibrium geometry. The level of theory is ωB97M-V/def2-TZVPD.

Calculated values
- LUMO energy (eV) = -2.12
- relative energy (zero: lowest compared OMol25 entry of this formula, charge and spin) (kcal per mole) = 22.3
- highest occupied orbital energy (eV) = -7.05
- max |F| (hartree/bohr) = 0.0244
- molar mass (g mol⁻¹) = 818.8

CARTESIAN COORDINATES (ANGSTROEM)
Ti  -0.193  0.725  -0.986
O  -1.208  -0.399  -2.446
C  -1.852  -0.267  -1.431
C  -3.165  -0.686  -1.019
C  -4.155  -1.173  -1.863
C  -5.414  -1.399  -1.343
C  -5.668  -1.128  0.002
C  -4.669  -0.653  0.843
C  -3.394  -0.437  0.332
P  -1.897  0.072  1.285
C  -2.621  0.918  2.721
C  -3.257  2.141  2.484
C  -3.810  2.859  3.533
C  -3.715  2.367  4.832
C  -3.070  1.162  5.072
C  -2.520  0.436  4.019
C  -1.335  -1.542  1.947
C  0.022  -1.685  2.225
C  0.529  -2.889  2.696
C  -0.319  -3.971  2.882
C  -1.677  -3.841  2.604
C  -2.184  -2.633  2.139
H  -3.938  -1.343  -2.911
H  -6.206  -1.771  -1.979
H  -6.663  -1.294  0.401
H  -4.881  -0.455  1.887
H  -3.316  2.532  1.472
H  -4.305  3.805  3.342
H  -4.142  2.927  5.656
H  -2.989  0.782  6.084
H  -2.006  -0.497  4.218
H  0.690  -0.852  2.067
H  1.588  -2.983  2.905
H  0.075  -4.918  3.234
H  -2.344  -4.684  2.746
H  -3.243  -2.555  1.920
C  -3.158  3.698  -4.280
C  -1.674  3.882  -3.923
C  -1.381  5.356  -3.609
C  -0.798  3.411  -5.099
C  -1.363  3.056  -2.750
C  -1.084  2.383  -1.765
H  -3.398  4.294  -5.165
H  -3.799  4.024  -3.457
H  -3.380  2.650  -4.495
H  -1.478  5.951  -4.522
H  -0.367  5.479  -3.223
H  -2.081  5.747  -2.867
H  -1.133  3.897  -6.019
H  -0.863  2.330  -5.234
H  0.249  3.675  -4.936
C  1.988  4.209  -0.796
Si  2.349  2.413  -0.907
C  4.090  2.084  -0.405
C  2.078  1.774  -2.661
N  1.162  1.540  0.054
C  1.165  1.823  1.465
C  2.147  1.292  2.298
C  2.124  1.526  3.668
C  1.126  2.313  4.227
C  0.165  2.881  3.398
C  0.190  2.645  2.031
H  2.671  4.791  -1.428
H  2.098  4.561  0.237
H  0.958  4.396  -1.118
H  4.764  2.620  -1.086
H  4.348  1.020  -0.449
H  4.287  2.441  0.613
H  2.974  1.273  -3.039
H  1.832  2.609  -3.323
H  1.264  1.057  -2.794
H  2.930  0.679  1.859
H  2.888  1.089  4.297
H  1.103  2.493  5.295
H  -0.613  3.512  3.820
H  -0.544  3.096  1.379
O  7.090  -4.163  -1.503
S  6.927  -5.603  -1.463
O  6.918  -6.251  -2.761
O  7.699  -6.272  -0.439
C  5.206  -5.822  -0.915
N  4.830  -7.007  -0.395
C  3.577  -7.104  0.022
C  2.672  -6.054  -0.040
C  3.143  -4.897  -0.618
N  4.381  -4.775  -1.066
C  2.326  -3.655  -0.748
C  0.949  -3.630  -0.598
C  0.282  -2.432  -0.695
N  0.898  -1.261  -0.920
C  2.234  -1.298  -1.091
C  2.973  -2.453  -1.024
H  3.276  -8.064  0.431
H  1.669  -6.147  0.362
H  0.384  -4.534  -0.403
H  -0.790  -2.410  -0.568
H  2.726  -0.355  -1.256
H  4.046  -2.454  -1.176